Density functional theory data (ωB97M-V with the def2-TZVPD basis set) for one molecule with the formula C4H6O2 at a distorted geometry.

```
! wB97M-V def2-TZVPD RIJCOSX def2/J DEFGRID3
* xyz 0 1
O -0.526 1.424 1.318
C 0.445 0.669 0.679
C 0.096 -0.831 0.615
C -0.184 -0.756 -0.861
O -0.913 0.432 -1.173
C 0.505 0.494 -1.159
H -1.435 1.077 1.239
H 1.388 1.064 1.020
H 0.979 -1.415 0.895
H -0.769 -1.181 1.190
H -0.474 -1.558 -1.528
H 0.888 0.580 -2.236
*
```

Results
Kohn-Sham gap: 10.236 eV
Calculated total energy: -8336.2593 eV
Energy above the lowest of the compared OMol25 structures with the same formula, charge and spin: 4.202 eV
Strongest force on any atom: 2.2 eV/A
SMILES string: O[C@H]1C[C@H]2O[C@@H]12
LUMO level: 1.058 eV

Density functional theory data (ωB97M-V with the def2-TZVPD basis set) for C33H44BBrN7OSnTe as an isolated structure at a distorted geometry.

```
! wB97M-V def2-TZVPD RIJCOSX def2/J DEFGRID3
* xyz 1 1
Sn -0.189 0.723 -0.337
C 2.109 -1.562 -2.084
C 1.403 -2.159 -0.923
C 1.540 -3.433 -0.383
C 0.666 -3.477 0.692
C 0.442 -4.613 1.618
N 0.046 -2.288 0.768
N 0.500 -1.485 -0.211
B -1.075 -1.855 1.718
N -0.637 -0.640 2.549
N -0.288 0.530 1.983
C -0.047 1.411 2.962
C 0.341 2.821 2.707
C -0.243 0.780 4.187
C -0.620 -0.518 3.885
C -0.969 -1.601 4.841
N -2.287 -1.448 0.867
N -2.207 -0.497 -0.083
C -3.397 -0.409 -0.677
C -3.675 0.496 -1.820
C -4.271 -1.313 -0.082
C -3.527 -1.960 0.892
C -3.983 -3.050 1.791
H 3.172 -1.448 -1.861
H 2.018 -2.216 -2.949
H 1.683 -0.583 -2.317
H 2.192 -4.216 -0.712
H 1.105 -5.430 1.348
H 0.645 -4.326 2.648
H -0.587 -4.961 1.561
H -1.357 -2.743 2.434
H 0.518 2.971 1.644
H -0.446 3.500 3.034
H 1.248 3.072 3.255
H -0.127 1.205 5.163
H -0.858 -1.237 5.858
H -1.998 -1.926 4.702
H -0.323 -2.465 4.706
H -2.783 1.063 -2.073
H -3.991 -0.092 -2.680
H -4.482 1.182 -1.571
H -5.302 -1.479 -0.318
H -5.021 -3.279 1.571
H -3.388 -3.947 1.631
H -3.902 -2.770 2.840
C -5.593 3.421 0.595
C -4.172 3.703 0.236
C -3.783 4.909 -0.351
C -2.478 5.075 -0.779
C -1.605 4.018 -0.586
Br 0.195 4.157 -1.178
N -1.932 2.889 0.009
C -3.185 2.740 0.418
H -6.100 4.317 0.942
H -5.659 2.645 1.353
H -6.124 3.066 -0.289
H -4.493 5.714 -0.469
H -2.143 5.979 -1.263
H -3.398 1.797 0.901
C 3.789 -0.994 1.354
Te 2.886 0.947 1.032
C 4.815 1.444 0.172
C 5.686 0.232 0.274
C 7.000 0.281 -0.175
C 7.826 -0.821 -0.063
C 7.328 -1.997 0.473
C 6.018 -2.057 0.911
C 5.193 -0.940 0.828
H 3.212 -1.789 0.884
H 3.798 -1.181 2.427
H 5.241 2.269 0.738
H 4.710 1.765 -0.862
H 7.374 1.199 -0.605
H 8.852 -0.762 -0.397
H 7.962 -2.867 0.553
H 5.630 -2.972 1.338
C -0.221 1.422 -5.508
C -0.146 -0.101 -5.393
C -0.836 -0.328 -4.053
O -0.425 0.755 -3.225
C -0.113 1.879 -4.049
H -1.183 1.723 -5.927
H 0.572 1.836 -6.126
H 0.892 -0.435 -5.356
H -0.655 -0.607 -6.209
H -0.550 -1.253 -3.552
H -1.926 -0.300 -4.178
H 0.899 2.207 -3.796
H -0.809 2.692 -3.824
*
```

Results
Kohn-Sham gap: 8.080 eV
Calculated total energy: -131255.8044 eV
Energy above the lowest of the compared OMol25 structures with the same formula, charge and spin: 0.693 eV
Strongest force on any atom: 1.2 eV/A
LUMO level: -1.870 eV

Density functional theory data (ωB97M-V with the def2-TZVPD basis set) for a 2-piece molecular cluster, C3H6N2O2 overall at a distorted geometry.

```
! wB97M-V def2-TZVPD RIJCOSX def2/J DEFGRID3
* xyz 0 1
C 0.749 -0.044 1.995
C 0.380 1.114 0.000
C -1.492 -0.151 -0.303
N -0.212 0.098 -0.662
N 0.396 -0.764 -1.510
O 1.875 0.214 2.061
O -0.311 -0.500 2.068
H -0.339 1.927 0.188
H 1.456 1.274 -0.106
H -1.969 0.099 0.639
H -1.885 -1.034 -0.834
H 1.045 -0.458 -2.159
H 0.307 -1.776 -1.377
*
```

Results
Kohn-Sham gap: 7.656 eV
Calculated total energy: -10280.0097 eV
Energy above the lowest of the compared OMol25 structures with the same formula, charge and spin: 4.788 eV
Strongest force on any atom: 3.6 eV/A
LUMO level: 0.540 eV